5
Properties=species:S:1:pos:R:3:forces:R:3:mulliken_charge:R:1 method="wB97M-V/def2-TZVPD" de_lowest_ev=2.764 energy_ha=-3109.42038 homo_ev="-8.57 / -9.96" homo_lumo_gap_ha="0.2342 / 0.2923" e_lumo_ev="-2.20 / -2.01"
I 1.33228 0.42405 0.29485 0.96 -0.73 -0.25 0.301
Br 0.22589 2.79708 0.57783 -0.71 1.16 0.13 -0.246
F -0.56605 -1.02792 -1.39202 -0.18 0.83 0.69 -0.147
F -0.50815 -1.64090 0.65579 -0.70 0.60 -0.09 -0.146
C -0.48397 -0.55231 -0.13646 0.63 -1.85 -0.47 0.238

7
Properties=species:S:1:pos:R:3:forces:R:3:mulliken_charge:R:1 method="wB97M-V/def2-TZVPD" de_lowest_ev=1.933 energy_ha=-3016.90318 homo_ev="-9.60 / -9.18" homo_lumo_gap_ha="0.3283 / 0.3056" e_lumo_ev="-0.67 / -0.86"
Br 2.33290 0.30278 -0.54444 0.07 -0.07 0.09 -0.028
F 0.61702 -0.81795 1.26185 0.67 -0.31 1.65 -0.144
F 0.37938 -1.60504 -0.71270 0.60 1.02 0.33 -0.164
O -1.21289 1.41971 0.97365 -1.11 -0.10 -1.05 -0.410
O -1.70851 0.51054 -1.00121 -2.10 0.60 -1.20 -0.407
N -1.16598 0.72346 -0.00008 4.48 -1.16 1.80 0.687
C 0.75809 -0.53351 0.02293 -2.61 0.01 -1.62 0.466

3
Properties=species:S:1:pos:R:3:forces:R:3:mulliken_charge:R:1 method="wB97M-V/def2-TZVPD" smiles=N#CBr energy_ha=-2666.82202 homo_ev=-11.14 homo_lumo_gap_ha=0.4185 e_lumo_ev=0.24
Br -1.59788 -0.00008 0.00000 -0.50 0.01 0.00 0.090
N 1.42698 -0.00432 0.00000 -9.45 0.08 0.00 -0.380
C 0.17090 0.00440 0.00000 9.96 -0.09 0.00 0.290

9
Properties=species:S:1:pos:R:3:forces:R:3:mulliken_charge:R:1 method="wB97M-V/def2-TZVPD" de_lowest_ev=0.000 smiles="O=[N+]([O-])n1nnnc1Br" energy_ha=-3036.18957 homo_ev=-11.11 homo_lumo_gap_ha=0.3688 e_lumo_ev=-1.07
Br -2.59612 -0.07920 0.13730 -0.07 -0.25 0.20 -0.034
O 1.59326 1.83179 0.21755 0.81 0.44 -0.06 -0.499
O -0.48576 2.15811 -0.25901 -0.70 0.60 -0.34 -0.505
N -0.49711 -1.98471 0.01833 -1.47 0.30 0.32 -0.273
N 0.48512 1.52837 -0.03141 -0.05 -1.58 0.61 1.021
N 0.83266 -1.96265 -0.11188 0.59 -0.98 0.05 -0.324
N 0.25832 0.05728 0.01776 -0.98 -1.55 0.08 0.339
N 1.28795 -0.80120 -0.10314 1.41 1.77 -0.17 -0.198
C -0.87832 -0.74779 0.11449 0.47 1.25 -0.70 0.473

6
Properties=species:S:1:pos:R:3:forces:R:3:mulliken_charge:R:1 method="wB97M-V/def2-TZVPD" de_lowest_ev=3.707 energy_ha=-2892.41370 homo_ev="-9.89 / -8.95" homo_lumo_gap_ha="0.3136 / 0.2890" e_lumo_ev="-1.36 / -1.09"
Br -2.26692 0.44962 -1.79460 -0.96 0.69 -0.46 -0.076
O -0.09065 1.58668 1.57584 0.30 0.47 1.16 -0.424
O 1.12003 -0.19477 1.11696 2.16 -1.60 1.28 -0.373
O 0.05598 -1.12791 -1.99774 2.10 -1.24 -1.95 -0.184
N 0.34874 0.65346 1.01147 -2.41 1.07 -2.43 0.786
C -0.74917 -0.64899 -1.37719 -1.19 0.62 2.39 0.270

7
Properties=species:S:1:pos:R:3:forces:R:3:mulliken_charge:R:1 method="wB97M-V/def2-TZVPD" de_lowest_ev=2.007 energy_ha=-1312.61672 homo_ev="-10.64 / -8.53" homo_lumo_gap_ha="0.3812 / 0.2867" e_lumo_ev="-0.27 / -0.73"
Cl -1.43706 1.23770 -0.01077 -0.28 0.90 0.09 -0.072
Cl 0.93088 0.84707 -1.76587 -0.18 0.23 -0.09 -0.069
F -0.25782 -0.61805 2.00454 0.17 0.16 0.02 -0.095
F 1.60672 -0.03221 1.10519 -0.36 -0.34 0.36 -0.116
F -1.01210 -0.76654 -1.41655 -0.26 -0.58 -0.80 -0.168
N 0.58627 -0.95431 1.00665 0.22 0.52 -0.76 0.071
C -0.41689 0.28634 -0.92318 0.69 -0.89 1.19 0.448